No. 1
The following is a quantum chemistry calculation of a molecular structure, C52H56As2KN2O5P in a non-equilibrium geometry, from the OMol25 dataset.

```
! RIJCOSX wB97M-V def2-TZVPD def2/J DEFGRID3
* xyz -2 1
As -2.66 0.84 0.53
As -1.58 -0.81 -2.06
K 0.83 0.66 1.95
P 2.16 -2.78 0.78
O -0.44 -1.23 1.94
O -0.46 -1.69 4.14
O 2.16 -0.92 -2.81
O -2.75 0.16 3.87
O -1.12 1.35 2.85
N -0.29 9.53 3.00
N 3.18 1.11 -1.34
C 0.97 -4.13 0.30
C -2.22 -2.52 0.15
C -2.55 -2.27 -1.18
C 2.26 -2.88 2.63
C -3.94 -4.21 0.27
C -3.91 0.56 -1.04
C -0.74 4.78 -1.38
C -4.09 1.68 1.59
C 3.78 -3.42 0.04
C -1.64 0.28 3.34
C 2.03 6.93 3.19
C 2.36 3.24 2.75
C -1.14 -2.38 -6.55
C -3.58 -2.99 -1.77
C 0.12 8.46 2.97
C -2.11 4.69 -1.19
C -5.27 0.96 1.77
C -3.17 0.34 -2.36
C 4.20 2.11 -3.26
C -1.27 -2.86 -4.19
C 3.26 -0.24 -3.34
C 1.79 4.55 2.82
C 3.55 1.06 -2.62
C -1.10 -3.29 -5.51
C -0.79 -1.01 3.15
C 2.33 -4.23 3.35
C -2.91 -3.49 0.87
C 4.60 -4.47 0.79
C -1.86 2.47 -0.24
C -2.66 3.54 -0.63
C -3.96 2.92 2.21
C 0.67 7.13 2.92
C -0.48 2.57 -0.45
C 0.07 3.72 -1.01
C 0.48 -3.84 -1.12
C 4.67 -2.21 -0.28
C -4.27 -3.96 -1.06
C 3.47 2.21 -0.64
C -5.00 3.43 2.98
C -1.49 -0.61 -4.96
C 2.57 5.67 3.14
C 4.50 3.25 -2.52
C 3.37 -1.93 3.13
C -0.13 6.02 2.62
C -1.48 -1.52 -3.90
C -1.33 -1.03 -6.27
C 1.42 -5.60 0.36
C 0.42 4.76 2.57
C 2.89 2.12 2.71
C -6.18 2.72 3.14
C -6.31 1.47 2.54
C 4.13 3.30 -1.19
H -1.18 6.17 2.42
H 2.20 -5.79 -0.39
H -4.48 -4.96 0.84
H 4.17 -0.86 -3.28
H 5.53 -2.50 -0.89
H -4.62 1.39 -1.12
H 3.19 2.22 0.41
H 3.62 5.52 3.35
H 0.57 -6.24 0.12
H -1.43 -1.94 0.63
H 3.45 -3.85 -0.91
H -5.36 -0.03 1.34
H 5.47 -4.75 0.19
H 1.81 -5.89 1.34
H -3.73 3.49 -0.49
H -4.88 4.40 3.46
H 4.47 2.04 -4.30
H -1.34 -0.30 -7.08
H 3.06 -0.06 -4.39
H 2.64 7.79 3.44
H 3.23 -1.74 4.19
H -7.20 0.88 2.69
H 1.26 -4.05 -1.86
H 1.14 3.78 -1.15
H 5.01 4.08 -2.99
H 4.34 4.17 -0.58
H -0.39 -4.47 -1.36
H -1.22 -3.59 -3.39
H -1.63 0.45 -4.75
H 4.97 -4.07 1.74
H 3.34 -0.97 2.61
H 4.11 -1.43 -0.81
H 1.30 -2.43 2.90
H 0.19 -2.80 -1.24
H 1.44 -4.83 3.14
H -0.20 3.90 2.35
H -4.48 -0.33 -0.80
H 0.14 -3.98 0.99
H 2.18 -0.82 -1.84
H 2.35 -4.04 4.43
H 4.36 -2.37 2.99
H -6.98 3.11 3.75
H -2.65 -3.67 1.91
H 0.19 1.76 -0.20
H -2.80 1.30 -2.74
H 3.22 -4.81 3.09
H -3.81 -0.09 -3.12
H -5.08 -4.51 -1.53
H -1.01 -2.71 -7.57
H -3.86 -2.79 -2.80
H 4.03 -5.37 1.00
H -0.95 -4.34 -5.71
H 5.05 -1.75 0.64
H -0.31 5.68 -1.80
H -3.03 3.46 2.14
H -2.76 5.51 -1.48
*
```

E_HOMO   -2.40 eV
E_LUMO   3.73 eV
Frontier orbital gap   6.14 eV
M   1008.945 g mol⁻¹
Calculated total energy   -7913.65560 Ha
ΔE to the lowest compared entry with this formula, charge and spin   94.67 kJ/mol

---

No. 2
The following is a quantum chemistry calculation of a molecular structure, C52H57As2BrN3O3ReSi2 in a non-equilibrium geometry, from the OMol25 dataset.

```
! RIJCOSX wB97M-V def2-TZVPD def2/J DEFGRID3
* xyz 1 2
Re 0.06 -1.00 -0.32
Br -0.01 -3.99 -2.75
As 1.46 1.08 1.20
As -0.47 2.23 -0.97
Si -3.18 -0.67 1.31
Si -3.09 -2.41 -1.29
O -1.63 -4.77 2.98
O 2.27 -0.95 -0.72
O -0.24 -1.08 1.85
N 0.04 -3.29 1.48
N 0.63 -2.89 0.34
N 0.42 -1.22 -2.68
C 3.36 -4.29 -1.67
C 2.82 2.25 0.41
C -2.65 0.28 2.90
C 4.87 3.82 -0.60
C 4.37 4.07 0.66
C -3.96 4.06 -2.54
C 2.94 -1.90 -1.27
C -0.78 -2.03 5.96
C -2.83 -2.12 -3.16
C -2.86 3.77 -1.76
C 3.33 2.01 -0.85
C -2.51 -4.13 -0.68
C 1.89 6.29 -1.68
C 0.81 -0.08 -3.27
C 0.46 -2.31 -3.45
C 2.00 5.23 -2.57
C -3.93 -2.26 2.07
C -1.34 -3.85 3.91
C -1.07 2.46 0.87
C -1.40 -3.24 6.24
C 1.16 0.03 -4.60
C -2.15 -0.99 -0.33
C 2.96 0.48 5.12
C -0.72 -2.62 3.62
C 3.35 3.28 1.18
C 4.36 2.78 -1.36
C 1.29 4.07 -2.35
C 0.45 3.94 -1.25
C -4.28 3.24 -3.61
C -0.46 -1.72 4.66
C 2.52 0.64 2.76
C 2.60 -3.28 -1.05
C 0.14 2.44 1.80
C 3.77 0.07 2.51
C -4.60 0.44 0.65
C 0.82 -2.31 -4.79
C 4.41 -3.98 -2.50
C 4.77 -2.64 -2.69
C 4.06 -1.63 -2.08
C 2.12 0.84 4.08
C -1.70 -4.13 5.23
C -3.49 2.15 -3.91
C 4.19 -0.09 4.86
C 1.05 6.18 -0.59
C 4.60 -0.29 3.55
C 0.33 5.02 -0.38
C -2.07 2.66 -2.03
C 1.16 -1.11 -5.39
C -0.32 -2.30 2.26
C 1.60 -3.64 -0.10
C -5.00 -2.45 -1.19
C -2.39 1.86 -3.12
H -3.96 -3.11 1.40
H 0.05 -0.80 4.42
H -1.19 -4.53 2.14
H 4.96 -4.76 -3.00
H 4.07 -0.09 1.48
H -1.65 -3.49 7.27
H -1.58 0.37 3.02
H 2.99 3.47 2.18
H -5.45 -1.63 -1.74
H 2.92 1.19 -1.43
H -3.72 1.53 -4.77
H -3.40 -2.56 2.96
H -2.19 -5.07 5.44
H 4.83 -0.38 5.68
H 5.57 -0.72 3.35
H -5.34 0.57 1.43
H -1.66 3.37 1.02
H -1.53 -4.09 -0.22
H 1.43 0.99 -5.01
H 0.82 -3.24 -5.33
H 5.67 4.44 -0.99
H 1.37 3.24 -3.05
H -4.25 1.43 0.35
H -0.17 2.22 2.82
H -1.76 1.00 -3.34
H -0.53 -1.35 6.76
H -1.71 1.60 1.08
H 1.16 1.29 4.29
H -5.10 0.01 -0.21
H -5.35 -3.37 -1.65
H -2.84 -3.06 -3.70
H -3.02 -0.26 3.78
H 3.07 -5.32 -1.51
H -3.09 1.27 2.94
H -5.39 -2.43 -0.18
H 4.77 2.57 -2.33
H -2.35 -0.10 -0.96
H -5.15 3.46 -4.22
H -4.96 -2.04 2.37
H 0.66 3.40 1.79
H 1.41 -1.08 -6.44
H 4.78 4.87 1.26
H 2.65 5.32 -3.43
H -3.64 -1.51 -3.55
H 0.83 0.80 -2.64
H -0.34 4.98 0.47
H 1.70 -4.62 0.36
H -3.19 -4.55 0.05
H -4.56 4.92 -2.32
H -2.46 -4.83 -1.50
H 2.64 0.65 6.14
H -2.60 4.43 -0.93
H 4.34 -0.60 -2.22
H 2.46 7.20 -1.84
H -1.91 -1.60 -3.39
H 5.60 -2.39 -3.33
H 0.94 7.01 0.09
*
```

E_HOMO (alpha / beta)   -10.06 / -10.20 eV
<S²>   0.8991
E_LUMO (alpha / beta)   -4.29 / -3.85 eV
Frontier orbital gap (alpha / beta)   5.77 / 6.36 eV
M   1244.173 g mol⁻¹
Calculated total energy   -10108.31510 Ha
ΔE to the lowest compared entry with this formula, charge and spin   171.65 kJ/mol